[1]
{"formula": "C27H27N3O3S", "method": "the ωB97M-V functional and the def2-TZVPD basis", "smiles": "CCCc1ccc(-c2cc(C(=O)NCCc3ccc(S(N)(=O)=O)cc3)c3ccccc3n2)cc1", "fmax_ev_per_a": 0.83, "gap_ev": 8.28, "de_lowest_kcal_mol": 8.8, "species": ["S", "O", "O", "O", "N", "N", "N", "C", "C", "C", "C", "C", "C", "C", "C", "C", "C", "C", "C", "C", "C", "C", "C", "C", "C", "C", "C", "C", "C", "C", "C", "C", "C", "C", "H", "H", "H", "H", "H", "H", "H", "H", "H", "H", "H", "H", "H", "H", "H", "H", "H", "H", "H", "H", "H", "H", "H", "H", "H", "H", "H"], "xyz": [[-1.100, -3.086, 0.571], [-0.432, -2.578, 1.731], [-1.727, 0.639, -3.360], [-1.765, -4.352, 0.633], [-2.963, 2.259, -2.374], [0.045, -3.192, -0.628], [1.146, 2.463, 0.363], [-4.016, -1.286, -1.541], [0.051, 0.968, -1.136], [-0.953, 4.465, -1.918], [5.776, -4.044, 3.423], [-2.281, -0.603, 0.514], [-3.129, -2.224, -1.047], [-4.051, -0.001, -1.010], [-3.181, 0.329, 0.025], [-0.404, 3.321, -1.305], [0.812, 4.796, 0.220], [-0.683, 1.983, -1.694], [-2.265, -1.869, -0.030], [-1.811, 1.565, -2.580], [-4.953, 1.041, -1.607], [2.874, -1.941, 0.426], [2.372, -0.989, 2.559], [2.247, -0.879, -0.200], [1.769, 0.088, 1.943], [-4.236, 1.724, -2.788], [0.966, 1.248, -0.095], [0.238, 5.883, -0.379], [-0.637, 5.717, -1.463], [3.592, -3.182, 2.485], [2.920, -2.024, 1.812], [5.075, -2.880, 2.736], [0.523, 3.493, -0.237], [1.679, 0.143, 0.556], [5.717, -4.941, 2.811], [5.158, -1.984, 3.355], [-4.858, 2.527, -3.193], [-5.207, 1.794, -0.857], [-3.208, 1.320, 0.457], [5.564, -2.668, 1.782], [6.825, -3.812, 3.594], [-1.592, -0.371, 1.312], [-0.315, -3.426, -1.537], [2.230, -0.817, -1.280], [3.101, -3.387, 3.437], [3.508, -4.072, 1.859], [3.318, -2.727, -0.170], [5.311, -4.256, 4.384], [-1.598, 4.345, -2.776], [-1.055, 6.587, -1.946], [-3.103, -3.233, -1.429], [0.468, 6.880, -0.033], [-4.026, 0.994, -3.573], [2.408, -1.036, 3.638], [-4.688, -1.549, -2.345], [-0.138, -0.051, -1.440], [-5.875, 0.588, -1.972], [-2.983, 2.928, -1.618], [1.511, 4.898, 1.034], [0.692, -2.418, -0.624], [1.340, 0.890, 2.525]], "forces_ev_per_angstrom": [[0.3142, -0.1231, -0.3677], [-0.0279, 0.2792, -0.1769], [0.1069, -0.1615, -0.0332], [-0.1358, 0.1023, -0.3139], [-0.1251, 0.2490, 0.0280], [-0.3976, -0.1909, 0.7025], [0.4237, -0.3883, 0.3436], [0.1227, -0.0404, 0.1156], [-0.2208, 0.3802, -0.2491], [-0.0569, 0.3210, -0.0854], [0.0005, 0.2213, -0.0970], [0.0585, 0.0287, 0.1377], [-0.1530, -0.0555, -0.1589], [-0.1015, 0.0250, 0.1698], [-0.1123, -0.1548, -0.0278], [0.2366, -0.1642, 0.3273], [-0.0563, 0.2222, -0.0906], [0.5824, -0.3173, 0.2299], [0.3463, -0.3627, 0.3670], [-0.1166, 0.1467, -0.1090], [0.2461, 0.0208, -0.2090], [0.0286, 0.0027, 0.0687], [0.0598, -0.0257, -0.0824], [0.0599, 0.2463, 0.0773], [-0.0265, 0.0678, -0.1466], [-0.2725, -0.0878, -0.0924], [-0.2071, 0.3976, -0.1821], [0.1717, -0.0750, 0.2038], [-0.1865, -0.1355, -0.2009], [0.2731, 0.2164, -0.0217], [-0.0639, -0.0555, -0.0222], [-0.0876, -0.2942, 0.1027], [-0.4895, 0.1646, -0.4414], [0.1584, -0.3025, 0.1880], [0.0182, -0.1316, -0.0267], [0.0062, 0.0718, -0.0641], [0.0304, -0.1074, -0.0447], [-0.0724, -0.0148, 0.0102], [-0.0100, 0.0923, 0.0389], [-0.0092, 0.0958, -0.0067], [0.1023, -0.0622, 0.0535], [0.0612, 0.1060, 0.1241], [-0.1700, -0.0932, -0.1878], [-0.0211, -0.0070, -0.1085], [-0.0369, -0.0832, 0.0117], [-0.0454, -0.0646, 0.0374], [0.0477, -0.1070, -0.0516], [-0.0182, -0.0709, 0.1158], [-0.0498, 0.0381, -0.0219], [-0.0355, 0.0473, -0.0641], [-0.0950, -0.1243, -0.1087], [0.0407, 0.0641, 0.0517], [-0.0997, 0.1284, 0.0387], [-0.0148, -0.0294, 0.1409], [-0.0791, -0.0486, -0.0968], [-0.0493, -0.0619, -0.0260], [-0.0731, 0.0369, 0.0414], [0.1426, -0.0539, -0.0367], [0.0659, -0.0013, 0.0976], [0.0564, 0.1438, 0.0629], [-0.0440, 0.0799, 0.0657]], "nbo_charge": [2.305, -0.939, -0.610, -0.933, -0.616, -1.074, -0.407, -0.196, -0.208, -0.220, -0.603, -0.204, -0.206, 0.006, -0.217, -0.031, -0.188, -0.088, -0.277, 0.664, -0.433, -0.212, -0.198, -0.261, -0.176, -0.218, 0.197, -0.203, -0.210, -0.411, 0.021, -0.382, 0.141, -0.010, 0.201, 0.198, 0.202, 0.208, 0.212, 0.197, 0.209, 0.246, 0.397, 0.218, 0.211, 0.208, 0.214, 0.202, 0.222, 0.216, 0.233, 0.217, 0.236, 0.212, 0.216, 0.235, 0.225, 0.397, 0.229, 0.411, 0.223]}

---

[2]
{"formula": "C31H38N5O7RhSeSi3", "method": "the ωB97M-V functional and the def2-TZVPD basis", "spin_multiplicity": 5, "total_charge": -2, "fmax_ev_per_a": 0.44, "gap_ev": [5.44, 6.62], "species": ["Rh", "Se", "Si", "Si", "Si", "O", "O", "O", "O", "O", "O", "O", "N", "N", "N", "N", "N", "C", "C", "C", "C", "C", "C", "C", "C", "C", "C", "C", "C", "C", "C", "C", "C", "C", "C", "C", "C", "C", "C", "C", "C", "C", "C", "C", "C", "C", "C", "C", "H", "H", "H", "H", "H", "H", "H", "H", "H", "H", "H", "H", "H", "H", "H", "H", "H", "H", "H", "H", "H", "H", "H", "H", "H", "H", "H", "H", "H", "H", "H", "H", "H", "H", "H", "H", "H", "H"], "xyz": [[0.789, 0.420, 0.580], [2.416, -0.279, -1.114], [0.762, 2.705, -0.071], [4.413, 0.079, -0.158], [-2.494, 1.465, -1.839], [-5.964, -3.202, 2.339], [-2.916, -0.372, -2.284], [-4.886, -2.546, 4.081], [-1.527, 0.710, 3.782], [-1.974, 0.843, -0.307], [-4.664, -1.737, -2.021], [-0.584, 1.340, 1.883], [-5.092, -2.537, 2.878], [0.018, -1.691, 0.485], [-3.788, -0.999, -1.501], [1.768, -0.526, 2.312], [-1.502, 0.649, 2.526], [5.700, 0.305, -1.520], [-1.874, 3.293, -1.409], [-1.381, 1.293, -3.365], [-4.249, -1.683, 2.031], [-4.459, -1.696, 0.667], [-0.761, 3.684, -0.642], [-1.258, 6.047, -1.052], [-2.468, -0.085, 1.841], [-0.281, -3.670, -1.019], [2.825, -1.455, 4.077], [-0.831, -2.362, -0.503], [-2.292, 5.671, -1.892], [-2.577, 4.325, -2.054], [4.500, 1.611, 0.924], [-1.002, -4.845, -0.847], [-3.646, -0.882, -0.123], [4.928, -1.408, 0.862], [1.331, 3.419, 1.594], [-2.675, -0.014, 0.440], [0.951, -3.728, -1.668], [-0.512, -6.059, -1.315], [0.549, -2.406, 1.408], [2.008, 3.245, -1.396], [0.715, -6.108, -1.957], [-4.362, 1.800, -1.782], [2.089, -2.464, 3.449], [-0.497, 5.053, -0.458], [-3.273, -0.916, 2.630], [2.590, -0.287, 3.339], [1.444, -4.937, -2.130], [1.445, -1.853, 2.371], [-1.812, -2.554, -0.063], [4.237, -1.557, 1.695], [2.156, 4.121, 1.453], [-4.672, 1.624, -0.746], [-1.091, -6.964, -1.173], [5.407, 1.578, 1.534], [5.582, -0.443, -2.304], [4.523, 2.516, 0.315], [1.495, 3.324, -2.357], [-3.110, -0.933, 3.694], [2.388, 4.238, -1.137], [-1.964, -4.806, -0.348], [-0.990, -1.665, -1.329], [-4.928, 1.115, -2.411], [1.644, 2.643, 2.293], [3.644, 1.678, 1.591], [2.013, -3.504, 3.729], [-3.386, 4.070, -2.727], [-1.028, 7.093, -0.879], [2.840, 2.557, -1.518], [1.532, -2.822, -1.785], [-1.965, 0.982, -4.233], [-0.847, 2.214, -3.598], [-4.655, 2.819, -2.017], [0.346, 5.358, 0.154], [4.910, -2.309, 0.246], [0.482, 3.922, 2.057], [2.971, 0.704, 3.535], [1.104, -7.053, -2.317], [-5.198, -2.322, 0.197], [0.347, -3.479, 1.462], [5.939, -1.279, 1.263], [3.442, -1.539, 4.958], [-2.879, 6.420, -2.414], [-0.649, 0.503, -3.178], [5.604, 1.290, -1.981], [2.406, -4.965, -2.628], [6.709, 0.215, -1.106]], "forces_ev_per_angstrom": [[-0.1336, -0.0710, 0.4134], [0.1282, 0.1101, -0.3944], [-0.0170, 0.1116, -0.1286], [-0.0232, -0.1640, 0.1017], [0.1263, -0.0520, 0.0917], [0.0773, 0.0528, 0.0977], [0.0943, -0.0421, -0.0445], [-0.0626, -0.0285, -0.1042], [-0.0259, -0.0215, 0.1711], [-0.0488, 0.0738, -0.0479], [-0.0666, -0.0244, -0.0524], [0.0250, 0.1830, -0.0813], [0.0557, 0.0492, -0.0637], [-0.0442, -0.0385, 0.0735], [0.0133, 0.0481, 0.1066], [-0.0593, -0.0170, -0.1099], [0.0328, -0.0632, -0.0370], [0.0134, 0.0068, 0.0091], [-0.0892, 0.0105, -0.1229], [-0.1002, 0.0620, -0.0370], [-0.1181, -0.1125, 0.1162], [0.0255, 0.0335, -0.0191], [0.0566, 0.0033, 0.1134], [-0.0049, 0.0199, 0.0062], [-0.0654, -0.0476, 0.0786], [-0.0027, -0.0151, 0.0021], [-0.0349, 0.0161, -0.0142], [-0.0094, 0.0334, -0.0728], [0.0072, 0.0283, 0.0026], [0.0013, -0.0180, 0.0517], [0.0207, 0.0399, -0.0517], [-0.0297, -0.0148, -0.0287], [-0.0302, -0.0490, -0.0303], [0.0130, 0.0331, -0.0099], [0.0661, -0.0633, -0.0036], [0.0295, -0.0352, -0.0881], [0.0238, -0.0129, 0.0245], [-0.0062, 0.0009, -0.0025], [0.0774, -0.0130, -0.0085], [-0.0213, -0.0362, -0.0154], [0.0142, -0.0044, -0.0017], [-0.0213, 0.0685, -0.1102], [0.0046, 0.0110, 0.0213], [-0.0224, -0.0371, 0.0016], [0.0543, 0.0353, -0.0016], [-0.0392, 0.0404, 0.0826], [-0.0150, -0.0212, -0.0005], [-0.0192, -0.0383, 0.0081], [0.0028, 0.0338, -0.0012], [0.0104, -0.0166, 0.0027], [0.0125, 0.0150, -0.0023], [-0.0072, -0.0064, 0.0156], [-0.0063, -0.0111, 0.0051], [0.0215, 0.0255, 0.0161], [-0.0052, -0.0518, -0.0102], [-0.0073, 0.0415, -0.0161], [0.0071, -0.0316, -0.0490], [-0.0042, 0.0036, -0.0087], [-0.0249, 0.0581, -0.0116], [-0.0077, -0.0010, 0.0119], [-0.0004, -0.0462, 0.0062], [-0.0027, -0.0178, -0.0115], [0.0097, -0.0184, 0.0040], [-0.0317, -0.0262, 0.0320], [-0.0068, -0.0190, 0.0182], [-0.0174, 0.0068, -0.0083], [0.0076, -0.0008, -0.0028], [0.0390, -0.0113, 0.0608], [0.0035, 0.0351, 0.0094], [-0.0063, -0.0419, -0.0233], [0.0106, 0.0067, -0.0042], [-0.0353, 0.0226, 0.0214], [0.0257, 0.0128, 0.0247], [0.0120, -0.0227, -0.0256], [-0.0209, 0.0082, 0.0384], [0.0253, 0.0365, -0.0171], [0.0034, -0.0100, -0.0090], [0.0078, 0.0013, 0.0069], [0.0239, 0.0104, -0.0047], [0.0199, -0.0146, 0.0348], [0.0215, -0.0085, 0.0185], [-0.0060, -0.0037, -0.0008], [0.0453, -0.0230, 0.0320], [-0.0181, 0.0177, -0.0262], [0.0162, -0.0028, -0.0093], [0.0328, 0.0195, -0.0081]], "mulliken_spin": [1.841, -0.030, 0.069, 0.000, 0.026, -0.011, 0.105, -0.008, 0.356, -0.153, 0.354, 0.011, 0.001, 0.079, 0.294, 0.042, 0.282, 0.002, -0.052, 0.033, -0.076, 0.289, 0.007, 0.002, -0.052, 0.007, 0.006, -0.010, -0.002, 0.004, 0.021, 0.000, -0.101, 0.005, 0.088, 0.174, 0.009, 0.001, -0.014, 0.061, 0.000, 0.006, 0.004, 0.014, 0.245, -0.004, 0.001, 0.010, -0.003, -0.002, 0.008, -0.001, 0.000, 0.000, 0.000, 0.002, -0.001, 0.022, 0.000, 0.003, 0.021, 0.004, -0.014, -0.016, 0.002, 0.000, 0.001, -0.006, -0.004, 0.000, 0.006, 0.002, 0.001, 0.000, 0.003, 0.002, 0.000, 0.025, 0.019, 0.000, 0.001, 0.000, -0.011, 0.000, 0.000, 0.000]}

---

Number 1: calculated total energy -49886.7584 eV. Number 2: calculated total energy -146531.4894 eV.